(1)
{"formula": "C25H36As2BrN2O8P2SiTa", "method": "ωB97M-V/def2-TZVPD", "de_lowest_kcal_mol": 67.82, "homo_energy_ev": -12.2726, "total_charge": 2, "e_tot_ev": -265593.8069, "e_lumo_ev": -6.299, "species": ["Ta", "Br", "C", "C", "C", "C", "C", "C", "N", "C", "C", "C", "C", "C", "C", "N", "H", "H", "H", "H", "H", "H", "H", "H", "H", "C", "As", "C", "C", "C", "C", "C", "C", "C", "As", "C", "C", "H", "H", "H", "H", "H", "H", "H", "H", "H", "H", "H", "H", "H", "H", "H", "H", "O", "P", "O", "O", "O", "P", "O", "O", "O", "H", "H", "C", "Si", "C", "C", "O", "H", "H", "H", "H", "H", "H", "H", "H", "H"], "xyz": [[0.65, 1.47, -0.23], [-4.94, -4.50, -2.80], [-3.38, -3.43, -2.75], [-3.57, -2.06, -2.15], [-2.23, -1.31, -1.89], [-1.01, -1.95, -2.48], [-1.01, -3.12, -3.12], [-2.24, -3.90, -3.24], [0.17, -1.26, -2.14], [0.96, -0.84, -3.03], [2.24, -0.22, -2.63], [3.32, -0.44, -3.47], [4.59, -0.03, -3.10], [4.73, 0.59, -1.87], [3.61, 0.81, -1.11], [2.36, 0.44, -1.46], [-4.11, -2.22, -1.21], [-2.32, -0.31, -2.34], [-0.08, -3.55, -3.47], [-2.19, -4.88, -3.68], [0.79, -0.98, -4.10], [3.15, -0.95, -4.41], [5.44, -0.20, -3.75], [5.70, 0.92, -1.51], [3.72, 1.36, -0.18], [2.58, -1.93, 0.61], [2.03, -0.27, 1.43], [3.65, 0.34, 2.31], [0.86, -0.78, 2.87], [0.98, -2.00, 3.52], [0.09, -2.33, 4.53], [-0.91, -1.44, 4.90], [-1.02, -0.21, 4.27], [-0.13, 0.13, 3.26], [-0.07, 1.84, 2.38], [-1.82, 2.64, 2.45], [0.98, 2.92, 3.59], [1.72, -2.40, 0.14], [3.00, -2.58, 1.37], [3.34, -1.72, -0.15], [4.51, 0.11, 1.68], [3.75, -0.21, 3.25], [3.62, 1.40, 2.51], [1.74, -2.72, 3.24], [0.17, -3.29, 5.03], [-1.61, -1.70, 5.69], [-1.79, 0.49, 4.58], [-2.49, 2.13, 1.77], [-1.69, 3.67, 2.13], [-2.20, 2.61, 3.47], [0.45, 2.98, 4.54], [1.10, 3.91, 3.16], [1.95, 2.46, 3.76], [-1.38, 3.53, -3.31], [-0.59, 3.15, -2.04], [-1.32, 2.77, -0.79], [0.36, 1.97, -2.29], [0.39, 4.42, -1.73], [1.38, 4.19, -0.47], [2.17, 5.51, -0.31], [0.52, 3.71, 0.67], [2.27, 2.99, -0.73], [-2.07, 4.20, -3.24], [1.69, 6.35, -0.29], [-4.48, -1.20, -3.04], [-1.91, -0.98, -0.07], [-3.37, -0.21, 0.77], [-1.32, -2.49, 0.81], [-0.69, 0.26, -0.09], [-5.45, -1.67, -3.20], [-4.01, -1.04, -4.01], [-4.65, -0.23, -2.57], [-4.24, -0.86, 0.67], [-3.63, 0.75, 0.33], [-3.19, -0.08, 1.84], [-2.08, -3.27, 0.65], [-1.22, -2.35, 1.89], [-0.38, -2.88, 0.40]]}


(2)
{"formula": "C5H13NO", "method": "ωB97M-V/def2-TZVPD", "de_lowest_kcal_mol": 30.92, "homo_energy_ev": -8.9493, "smiles": "CCN[C@H](C)CO", "e_tot_ev": -8932.6702, "e_lumo_ev": 0.891, "species": ["C", "C", "N", "C", "C", "C", "O", "H", "H", "H", "H", "H", "H", "H", "H", "H", "H", "H", "H", "H"], "xyz": [[2.94, -0.27, -0.03], [1.69, 0.58, 0.14], [0.50, -0.32, 0.32], [-0.81, 0.24, -0.05], [-1.62, 0.57, 1.22], [-1.59, -0.82, -0.83], [-2.93, -0.45, -1.07], [3.04, -0.81, -0.97], [3.83, 0.34, 0.05], [2.89, -0.89, 0.87], [1.68, 1.04, 1.13], [1.51, 1.33, -0.63], [0.66, -1.13, -0.27], [-0.73, 1.08, -0.76], [-1.22, 1.40, 1.80], [-2.62, 0.87, 0.94], [-1.58, -0.32, 1.85], [-1.60, -1.70, -0.19], [-1.08, -0.96, -1.79], [-2.98, 0.22, -1.74]]}


(3)
{"formula": "C5H8O2", "method": "ωB97M-V/def2-TZVPD", "de_lowest_kcal_mol": 70.23, "homo_energy_ev": -9.0953, "e_tot_ev": -9406.7867, "e_lumo_ev": -0.006, "species": ["C", "C", "C", "C", "C", "O", "O", "H", "H", "H", "H", "H", "H", "H", "H"], "xyz": [[-1.63, 0.26, -0.48], [1.84, 0.63, 0.33], [0.66, 0.16, -0.45], [-0.51, -0.48, 0.22], [-0.54, -1.25, 1.29], [-1.73, -0.01, -1.78], [0.72, 0.06, -1.72], [-0.55, 0.01, -2.10], [-2.57, 0.32, 0.08], [-0.96, 1.33, -0.40], [2.58, 1.08, -0.33], [1.53, 1.36, 1.08], [2.29, -0.21, 0.85], [-1.49, -1.58, 1.70], [0.36, -1.67, 1.72]]}


What did the first record say?
{"formula": "C25H36As2BrN2O8P2SiTa", "method": "ωB97M-V/def2-TZVPD", "de_lowest_kcal_mol": 67.82, "homo_energy_ev": -12.2726, "total_charge": 2, "e_tot_ev": -265593.8069, "e_lumo_ev": -6.299, "species": ["Ta", "Br", "C", "C", "C", "C", "C", "C", "N", "C", "C", "C", "C", "C", "C", "N", "H", "H", "H", "H", "H", "H", "H", "H", "H", "C", "As", "C", "C", "C", "C", "C", "C", "C", "As", "C", "C", "H", "H", "H", "H", "H", "H", "H", "H", "H", "H", "H", "H", "H", "H", "H", "H", "O", "P", "O", "O", "O", "P", "O", "O", "O", "H", "H", "C", "Si", "C", "C", "O", "H", "H", "H", "H", "H", "H", "H", "H", "H"], "xyz": [[0.65, 1.47, -0.23], [-4.94, -4.50, -2.80], [-3.38, -3.43, -2.75], [-3.57, -2.06, -2.15], [-2.23, -1.31, -1.89], [-1.01, -1.95, -2.48], [-1.01, -3.12, -3.12], [-2.24, -3.90, -3.24], [0.17, -1.26, -2.14], [0.96, -0.84, -3.03], [2.24, -0.22, -2.63], [3.32, -0.44, -3.47], [4.59, -0.03, -3.10], [4.73, 0.59, -1.87], [3.61, 0.81, -1.11], [2.36, 0.44, -1.46], [-4.11, -2.22, -1.21], [-2.32, -0.31, -2.34], [-0.08, -3.55, -3.47], [-2.19, -4.88, -3.68], [0.79, -0.98, -4.10], [3.15, -0.95, -4.41], [5.44, -0.20, -3.75], [5.70, 0.92, -1.51], [3.72, 1.36, -0.18], [2.58, -1.93, 0.61], [2.03, -0.27, 1.43], [3.65, 0.34, 2.31], [0.86, -0.78, 2.87], [0.98, -2.00, 3.52], [0.09, -2.33, 4.53], [-0.91, -1.44, 4.90], [-1.02, -0.21, 4.27], [-0.13, 0.13, 3.26], [-0.07, 1.84, 2.38], [-1.82, 2.64, 2.45], [0.98, 2.92, 3.59], [1.72, -2.40, 0.14], [3.00, -2.58, 1.37], [3.34, -1.72, -0.15], [4.51, 0.11, 1.68], [3.75, -0.21, 3.25], [3.62, 1.40, 2.51], [1.74, -2.72, 3.24], [0.17, -3.29, 5.03], [-1.61, -1.70, 5.69], [-1.79, 0.49, 4.58], [-2.49, 2.13, 1.77], [-1.69, 3.67, 2.13], [-2.20, 2.61, 3.47], [0.45, 2.98, 4.54], [1.10, 3.91, 3.16], [1.95, 2.46, 3.76], [-1.38, 3.53, -3.31], [-0.59, 3.15, -2.04], [-1.32, 2.77, -0.79], [0.36, 1.97, -2.29], [0.39, 4.42, -1.73], [1.38, 4.19, -0.47], [2.17, 5.51, -0.31], [0.52, 3.71, 0.67], [2.27, 2.99, -0.73], [-2.07, 4.20, -3.24], [1.69, 6.35, -0.29], [-4.48, -1.20, -3.04], [-1.91, -0.98, -0.07], [-3.37, -0.21, 0.77], [-1.32, -2.49, 0.81], [-0.69, 0.26, -0.09], [-5.45, -1.67, -3.20], [-4.01, -1.04, -4.01], [-4.65, -0.23, -2.57], [-4.24, -0.86, 0.67], [-3.63, 0.75, 0.33], [-3.19, -0.08, 1.84], [-2.08, -3.27, 0.65], [-1.22, -2.35, 1.89], [-0.38, -2.88, 0.40]]}